[1]
Here is a structure of composition C2H2BrCl2NO2 in a non-equilibrium geometry from the OMol25 dataset. Energies are from the ωB97M-V functional and the def2-TZVPD basis.

Atoms and positions in Å:
1 C -1.051 0.129 -0.660
2 C 1.536 0.412 0.107
3 N -1.114 -0.717 0.441
4 O -0.455 -1.751 0.474
5 O -1.627 -0.270 1.531
6 Cl 1.230 1.773 1.223
7 Cl 1.690 -1.147 0.604
8 Br 2.221 0.933 -1.621
9 H -0.689 -0.369 -1.586
10 H -1.742 1.008 -0.513

Values from the calculation:
E_LUMO (alpha / beta) (eV): -1.97 / -1.49
Energy relative to the best compared isomer or geometry (same formula, charge and spin) (kcal/mol): 17.1
Frontier orbital gap (alpha / beta) (eV): 6.81 / 8.02
Multiplicity: 1
Charge: 0
Electronic energy (a.u.): -3776.78670

[2]
Here is a cluster of 2 separate species, C2H5ClS in total from the OMol25 dataset. Energies are from the ωB97M-V functional and the def2-TZVPD basis.

Atoms and positions in Å:
1 C 0.768 0.387 -0.264
2 C -0.612 -0.183 -0.533
3 S -1.895 0.835 0.189
4 Cl -0.052 -1.183 2.893
5 H 0.950 0.412 0.808
6 H 1.527 -0.241 -0.731
7 H 0.853 1.398 -0.662
8 H -0.710 -1.181 -0.096
9 H -0.829 -0.244 -1.604

Values from the calculation:
E_LUMO (alpha / beta) (eV): -4.05 / -2.04
Energy relative to the best compared isomer or geometry (same formula, charge and spin) (kcal/mol): 57.3
Frontier orbital gap (alpha / beta) (eV): 5.31 / 7.00
Multiplicity: 1
Charge: 0
Electronic energy (a.u.): -937.46694

[3]
Here is the ion C8H14O4Si with charge -2 in a non-equilibrium geometry from the OMol25 dataset. Energies are from the ωB97M-V functional and the def2-TZVPD basis.

Atoms and positions in Å:
1 C 3.160 -0.586 0.643
2 C 1.561 1.145 -0.368
3 C 2.366 -0.479 -1.957
4 C -2.466 -1.002 1.100
5 C -1.005 1.467 1.765
6 C -2.266 0.756 -1.080
7 C -0.083 -1.326 0.012
8 C 2.213 -0.180 -0.437
9 O 4.258 -1.003 0.215
10 O 0.268 1.238 -0.522
11 O 2.821 -0.554 1.844
12 O 2.298 2.154 -0.272
13 Si -1.092 0.162 0.250
14 H 3.152 -1.333 -2.280
15 H 2.703 0.375 -2.471
16 H 1.277 -0.846 -2.198
17 H -2.889 -1.560 0.164
18 H -2.105 -1.641 1.802
19 H -3.313 -0.492 1.412
20 H -2.067 1.388 2.094
21 H -0.205 1.192 2.494
22 H -0.839 2.546 1.653
23 H -1.789 0.759 -2.081
24 H -3.108 0.064 -1.068
25 H -2.774 1.758 -0.929
26 H -0.204 -2.150 -0.780
27 H 0.129 -1.851 0.999

Values from the calculation:
E_LUMO (alpha / beta) (eV): 6.01 / 6.03
Energy relative to the best compared isomer or geometry (same formula, charge and spin) (kcal/mol): 75.1
Frontier orbital gap (alpha / beta) (eV): 6.32 / 6.68
Multiplicity: 1
Charge: -2
Electronic energy (a.u.): -903.57779

[4]
Here is a structure of composition C36H31F5IN4O2PPdSe in a non-equilibrium geometry from the OMol25 dataset. Energies are from the ωB97M-V functional and the def2-TZVPD basis.

Atoms and positions in Å:
1 Pd -0.385 0.637 -0.749
2 I -2.409 2.267 -1.373
3 C -3.713 0.646 -1.513
4 C -4.967 0.768 -2.028
5 C -5.810 -0.367 -1.999
6 C -5.378 -1.536 -1.440
7 C -4.073 -1.657 -0.897
8 C -3.617 -2.841 -0.268
9 C -2.376 -2.895 0.296
10 C -1.495 -1.783 0.213
11 C -1.895 -0.672 -0.454
12 C -3.205 -0.540 -0.966
13 H -5.321 1.700 -2.445
14 H -6.810 -0.290 -2.402
15 H -6.034 -2.396 -1.398
16 H -4.279 -3.695 -0.220
17 H -2.045 -3.788 0.809
18 H -0.519 -1.843 0.681
19 F -0.307 7.849 0.476
20 C -0.003 6.563 0.526
21 C 0.416 5.984 1.716
22 F 0.521 6.723 2.810
23 C 0.721 4.631 1.751
24 F 1.118 4.114 2.913
25 C 0.627 3.823 0.624
26 Se 1.070 1.977 0.776
27 C 0.218 4.432 -0.546
28 F 0.105 3.721 -1.698
29 C -0.100 5.778 -0.613
30 F -0.498 6.314 -1.765
31 C 3.452 3.959 -2.526
32 O 2.769 2.707 -2.421
33 C 3.380 1.594 -2.861
34 C 4.718 1.502 -3.235
35 C 5.218 0.309 -3.734
36 C 4.392 -0.801 -3.875
37 C 3.055 -0.715 -3.522
38 C 2.550 0.471 -2.996
39 N 1.165 0.731 -2.792
40 C 0.125 -0.111 -2.743
41 C 0.300 -1.553 -2.539
42 C -0.335 -2.431 -3.413
43 C -0.129 -3.800 -3.312
44 C 0.672 -4.288 -2.289
45 C 1.251 -3.416 -1.371
46 C 1.063 -2.057 -1.499
47 O 1.461 -1.191 -0.474
48 H 4.285 4.002 -1.823
49 H 2.718 4.716 -2.267
50 H 3.807 4.120 -3.544
51 H 5.359 2.369 -3.169
52 H 6.251 0.259 -4.051
53 H 4.773 -1.720 -4.295
54 H 2.408 -1.560 -3.707
55 H 0.930 1.690 -3.054
56 H -0.733 0.208 -3.335
57 H -0.971 -2.030 -4.191
58 H -0.597 -4.475 -4.012
59 H 0.821 -5.352 -2.175
60 H 1.796 -3.812 -0.528
61 C 5.887 -0.757 0.775
62 N 5.094 -1.963 0.905
63 C 4.521 -2.035 2.248
64 N 3.739 -0.855 2.587
65 C 4.535 0.343 2.427
66 N 5.072 0.442 1.054
67 C 4.211 0.865 0.052
68 P 2.889 -0.649 0.006
69 C 4.099 -2.039 -0.154
70 C 2.518 -0.738 1.814
71 H 6.311 -0.678 -0.226
72 H 6.697 -0.787 1.505
73 H 5.339 -2.121 2.963
74 H 3.896 -2.924 2.330
75 H 5.380 0.307 3.115
76 H 3.938 1.231 2.637
77 H 4.662 0.902 -0.937
78 H 3.620 1.751 0.279
79 H 4.599 -1.969 -1.124
80 H 3.571 -2.991 -0.117
81 H 1.862 -1.597 1.969
82 H 1.982 0.163 2.126

Values from the calculation:
E_LUMO (alpha / beta) (eV): -7.82 / -7.82
Energy relative to the best compared isomer or geometry (same formula, charge and spin) (kcal/mol): 32.3
Frontier orbital gap (alpha / beta) (eV): 4.95 / 4.95
Multiplicity: 1
Charge: +2
Electronic energy (a.u.): -5426.97831

[5]
Here is the ion C3H6ClN2 with charge +1 in a non-equilibrium geometry from the OMol25 dataset. Energies are from the ωB97M-V functional and the def2-TZVPD basis.

Atoms and positions in Å:
1 C -2.031 -1.636 0.250
2 C -0.396 -0.016 -0.373
3 C 1.660 1.138 0.079
4 N -1.145 -1.050 -0.430
5 N 0.920 -0.014 -0.344
6 Cl -1.408 1.618 -0.077
7 H -2.105 -1.391 1.300
8 H -2.758 -2.249 -0.060
9 H 1.240 1.579 0.982
10 H 1.726 1.855 -0.858
11 H 2.788 0.958 0.167
12 H 1.508 -0.793 -0.636

Values from the calculation:
E_LUMO (eV): -5.73
SMILES: C=N/C(Cl)=[NH+]/C
Energy relative to the best compared isomer or geometry (same formula, charge and spin) (kcal/mol): 51.8
Frontier orbital gap (eV): 9.41
Multiplicity: 1
Charge: +1
Electronic energy (a.u.): -687.27782

[6]
Here is an isolated molecule of C9H18NP in a non-equilibrium geometry from the OMol25 dataset. Energies are from the ωB97M-V functional and the def2-TZVPD basis.

Atoms and positions in Å:
1 C -2.361 -2.648 0.664
2 C -1.855 -1.605 0.294
3 C 1.721 0.543 2.373
4 C 2.050 -1.571 -1.738
5 C -2.728 1.241 -0.525
6 C -0.727 2.375 -1.565
7 C 0.620 -0.259 1.643
8 C 2.070 -1.208 -0.215
9 C -1.193 1.328 -0.485
10 N 0.869 -0.443 0.231
11 P -0.436 -0.374 -0.843
12 H -2.915 -3.402 0.943
13 H 1.557 0.718 3.396
14 H 2.633 -0.140 2.275
15 H 1.764 1.500 1.798
16 H 1.961 -0.764 -2.444
17 H 2.811 -2.283 -2.041
18 H 1.015 -1.953 -1.844
19 H -3.192 2.142 -0.375
20 H -3.046 0.758 -1.399
21 H -3.150 0.587 0.265
22 H -0.097 3.098 -1.043
23 H -1.503 2.797 -2.090
24 H -0.164 1.807 -2.294
25 H 0.591 -1.204 2.212
26 H -0.359 0.113 1.865
27 H 2.087 -2.184 0.402
28 H 3.045 -0.733 0.017
29 H -1.069 1.763 0.523

Values from the calculation:
E_LUMO (eV): 0.96
SMILES: C#CP(C(C)C)N(CC)CC
Energy relative to the best compared isomer or geometry (same formula, charge and spin) (kcal/mol): 57.5
Frontier orbital gap (eV): 9.93
Multiplicity: 1
Charge: 0
Electronic energy (a.u.): -749.67265